P | Molecular formula: C56H112O14
Method: DFT, ωB97M-V with the def2-TZVPD basis set

Output
HOMO (eV): -9.2525
Kohn-Sham gap (eV): 9.8293

```
! RIJCOSX wB97M-V def2-TZVPD def2/J DEFGRID3
* xyz 0 1
H -1.73 0.35 4.07
C 4.20 -1.10 -4.22
H -1.13 -7.26 -1.02
C -1.52 -6.43 -0.41
C -3.56 -2.57 -0.95
H -7.77 1.90 -0.19
C -2.99 -0.17 2.47
H 2.04 -2.77 2.15
H 2.35 4.48 -0.98
O 4.83 -0.65 2.76
H -0.98 6.76 -2.64
H -3.36 -2.48 -4.00
H 3.14 4.96 4.19
O -1.81 4.39 -0.76
H 2.27 0.54 -0.90
H -1.42 -0.67 0.46
H 0.14 4.29 -1.30
H 4.28 2.41 3.92
C -3.64 -1.84 -3.18
H 1.22 -3.32 6.28
H -5.61 -1.15 -3.07
H -2.36 0.53 1.82
H -4.06 -0.13 2.15
H 2.81 -1.69 4.41
C 3.98 -1.70 -2.76
H 0.62 6.65 -0.78
H -3.17 -2.19 -0.03
C -3.05 -2.27 3.33
O 3.87 3.23 -0.44
H -3.63 -3.62 -1.00
O -2.49 -1.46 2.29
H 0.33 1.48 0.14
H -1.78 -4.01 -5.12
H -5.52 1.91 -1.61
C 2.95 4.17 3.46
C 6.19 -1.28 -2.91
C 5.49 -0.12 1.57
H 7.02 -1.28 0.68
H 3.04 -1.29 -2.31
H 7.01 -0.79 -2.43
H -6.08 3.42 -0.87
C -6.78 1.65 0.16
C -2.65 4.31 4.09
H 3.43 -0.39 -4.40
H -3.87 3.06 0.39
H 7.72 -2.31 2.94
O 0.81 -5.70 -3.93
H -0.35 -3.72 2.55
H -0.80 -5.60 -0.32
H 2.93 -3.42 4.16
H 5.30 -2.64 2.54
C -1.99 -7.09 0.92
C -3.38 -6.52 1.11
O 0.81 2.33 -4.42
C -4.56 2.25 0.34
H -3.35 0.86 4.45
O 1.58 -1.41 -0.59
H -4.01 1.32 0.12
C -2.31 4.39 2.53
H 0.48 1.87 -2.51
C 1.58 1.42 -5.22
H 5.10 1.56 -1.01
O 5.09 -1.20 -2.04
H 5.14 3.12 -3.43
C 5.63 -0.57 -4.18
H 0.99 -1.67 2.77
H -2.08 7.47 -1.46
H -3.13 6.00 1.16
H -3.37 5.37 -1.63
H -0.75 6.64 0.45
C 6.94 -0.66 1.54
H -0.71 -4.99 -6.22
H 5.53 0.96 1.68
H -2.10 -8.21 0.90
H -3.98 -1.29 5.01
H 2.01 2.82 -1.16
H 3.44 3.05 5.31
C 1.47 -2.64 3.05
C 1.03 -2.82 5.34
C -3.45 5.60 4.31
H -1.10 0.11 -1.10
H -0.18 0.24 -5.84
H 1.70 1.85 -6.22
H 2.61 3.59 -3.51
H 1.06 -4.69 3.09
C -0.38 6.24 -0.55
H 2.56 1.18 -4.67
H -0.88 -6.61 -4.34
H 3.91 1.83 -3.18
H 4.94 -0.39 0.69
C 2.79 3.55 -1.26
C 2.25 1.92 3.84
C -0.47 4.71 -0.52
H 0.83 2.97 4.81
H 5.50 -2.00 4.27
C 3.36 2.82 4.22
H -2.63 -3.28 3.54
H -3.53 -0.73 -3.39
H 3.82 4.68 -2.76
H -6.64 0.57 0.13
H 7.69 0.15 1.40
C -0.82 -4.51 -5.20
H -4.46 5.15 4.53
H -3.11 6.19 5.21
H 0.18 2.59 3.24
C -6.54 2.05 1.59
C 3.29 3.77 -2.72
O 1.55 4.02 3.22
H -1.02 1.86 -3.62
C 1.82 -0.07 -0.07
C 0.01 1.61 -3.46
C -5.10 -2.04 -2.73
H -5.57 -3.06 -2.92
H -4.24 4.93 2.05
H -0.63 -0.43 -3.54
H 2.10 1.08 4.59
C 0.47 -3.71 3.26
C -4.90 -1.82 -1.24
C 0.75 0.18 -5.23
H 4.24 -1.91 -4.90
H -1.29 -6.77 1.71
H -5.76 -2.13 -0.66
C -2.28 5.26 -1.78
H -1.73 4.39 4.74
H -3.28 -5.49 1.46
H 1.38 -0.69 -5.48
C -3.80 -6.29 -0.31
H -0.14 -2.72 -4.37
H 6.48 -2.34 -3.16
C -5.68 2.44 -0.64
O -0.01 -3.55 4.56
C -3.03 -1.35 4.53
H -0.22 4.23 0.45
C -3.31 5.48 2.11
C 0.28 0.11 -3.77
H 5.86 3.09 -1.27
H -2.18 4.88 -2.78
H -4.16 -7.12 1.68
O -2.76 -2.10 -2.05
C 4.38 2.70 -2.80
H -1.07 -5.33 -3.16
H 0.04 -2.53 0.17
C 7.06 -1.45 2.89
O -2.67 -5.76 -0.95
C 5.62 -1.80 3.17
H 0.47 0.33 1.52
H -2.39 3.45 1.99
H 2.53 -0.08 0.78
H -3.24 3.44 4.40
C -0.61 -0.43 -0.21
H -2.29 -1.57 5.29
H 0.74 -3.21 -5.79
H 7.30 -0.71 3.71
C -2.81 0.03 3.94
H -4.07 -7.20 -0.85
C 1.26 -4.35 -3.83
C 2.23 -2.61 4.34
H -4.63 -5.59 -0.46
H -4.74 -0.76 -1.09
H 6.19 -0.80 -5.11
C -0.59 -5.56 -4.10
C 0.48 0.42 0.44
H 2.34 -4.31 -4.15
H 4.00 -2.79 -2.78
H 0.58 -1.81 5.54
C 1.06 2.83 3.81
C 0.29 -3.56 -4.83
H -6.83 1.26 2.26
C 4.89 2.59 -1.32
H 1.09 -0.28 -3.07
C 0.16 -1.71 -0.58
C -1.43 6.60 -1.66
O -3.38 6.37 3.16
H -1.32 4.82 2.41
H -4.12 -2.46 3.12
H 2.42 1.47 2.86
H 3.50 4.31 2.52
H 5.73 0.43 -3.89
O -5.15 2.29 1.66
H 1.17 -3.93 -2.87
H -6.98 2.96 1.86
H -0.30 -2.08 -1.55
*
```

Q | Molecular formula: C56H112O14
Method: DFT, ωB97M-V with the def2-TZVPD basis set

Output
HOMO (eV): -6.8398
Kohn-Sham gap (eV): 7.3314

```
! RIJCOSX wB97M-V def2-TZVPD def2/J DEFGRID3
* xyz 0 1
H -0.56 3.41 2.38
H -0.30 1.93 -1.29
H 1.04 -4.38 -3.75
C -1.84 -3.16 0.98
C 1.23 -2.11 2.12
H -1.96 -2.63 4.73
H 0.50 -2.81 -5.36
H -0.24 4.12 3.59
H 3.61 3.88 -3.85
H -1.15 -1.61 -1.89
H -2.86 2.59 0.54
C 2.02 -1.96 0.10
O -2.05 1.48 -1.17
H -1.38 -1.65 -0.64
H -1.24 1.31 0.80
H 0.26 -1.12 1.49
C -0.30 0.80 0.58
C -0.38 -3.06 -4.77
H -4.43 -2.66 -2.70
H -0.22 5.21 -0.99
O -0.70 -1.89 -3.95
H 0.57 -1.69 -2.28
C -0.37 3.18 1.33
O -1.83 -4.41 1.63
H -2.39 -1.06 -3.01
H 1.20 5.46 1.67
C 0.56 3.40 3.71
C -0.51 -4.98 1.62
H 1.99 -2.00 1.35
C -2.83 1.60 0.98
H 1.54 3.82 3.46
H -1.45 2.99 3.19
C -2.96 -1.28 -2.11
H 2.77 -0.89 -1.66
H -3.71 3.13 3.34
C -1.45 2.63 -3.13
H 0.42 1.18 1.30
H 0.51 -0.30 -2.49
H 1.43 1.28 5.92
H -0.22 -1.71 2.43
H 1.21 -1.71 -1.84
H -2.27 3.16 -3.63
C 0.36 2.13 2.96
C -0.35 -0.74 0.67
H -0.69 6.12 0.53
H -0.70 1.95 2.75
C 0.26 0.12 -5.61
H 0.51 2.21 -5.37
O -1.53 0.91 -4.38
H -1.18 -1.07 -4.69
H -3.73 1.61 4.17
H 3.36 -2.42 4.25
H 2.55 4.58 -2.84
H -5.14 -2.21 -0.48
C 1.58 -3.08 3.22
H 1.59 -0.11 4.59
H -0.54 -5.06 -3.95
H 2.28 0.86 2.68
H -4.85 1.84 1.54
O 0.72 3.00 5.05
O 0.15 -1.25 -0.64
C 2.30 -2.21 4.26
H 0.27 -3.89 -1.57
H 0.45 -0.77 4.92
H 1.93 -2.36 5.28
H -2.91 1.00 -3.06
C 3.84 -0.29 1.55
H -2.99 -3.49 -2.12
C -0.26 5.22 0.10
C 2.21 -1.79 -1.42
H 3.81 3.80 -1.05
C 1.09 3.47 0.97
C -1.04 -2.17 4.36
C -2.06 2.86 -0.92
C -3.96 1.37 1.98
C -0.12 -0.23 -1.60
H -0.58 -6.00 1.23
H -3.09 3.21 -1.02
H 4.04 -2.95 -1.77
C -1.14 -1.63 3.00
C 1.98 -0.78 3.82
H 3.35 -4.87 -0.51
C -0.07 1.54 -6.01
C -4.13 -2.60 -0.46
H -2.06 -0.05 -0.49
H 2.89 -0.36 3.39
C 2.53 1.50 0.68
O -1.68 1.48 1.76
C -1.93 2.02 3.03
H -1.13 -0.34 -1.99
H 1.23 1.28 -0.89
H -1.33 0.43 -2.77
H 0.84 1.18 -2.17
H -1.26 -3.38 -5.33
C 2.91 3.58 -3.07
C 0.35 -4.07 0.67
O -1.07 4.08 0.47
C 3.29 0.85 -0.47
C 1.85 2.62 -3.46
H 3.76 -1.32 1.92
O -1.26 0.02 4.64
H -0.93 0.44 2.60
C 0.78 1.00 3.88
H 2.84 -3.37 -2.88
H 0.27 0.03 3.85
C -0.56 -1.09 5.19
O -3.28 -1.61 0.18
H -2.54 0.03 3.07
H -2.85 0.91 0.13
H -1.85 -2.05 2.29
C 1.34 2.15 -2.13
O 2.33 -3.36 0.39
H 2.35 1.80 -3.99
H -0.11 -0.40 -3.46
C 2.59 -4.12 -0.75
H 1.81 3.23 1.75
H 0.33 -2.36 1.56
H 1.06 2.99 -4.11
H -0.01 -0.58 -6.41
C 3.56 3.03 -1.78
H -0.67 2.39 -3.85
C -3.63 -2.62 -1.96
C 1.11 4.95 0.71
H 1.05 -1.68 0.49
C -0.39 -3.61 -2.39
H 1.74 -0.36 1.43
H 1.83 0.77 3.67
H -1.85 2.68 -5.45
H 1.65 1.89 0.18
H -0.33 -3.00 4.46
H -0.61 -1.20 6.27
H -1.55 -2.42 1.72
H -0.33 -2.36 -0.44
C 2.47 0.40 1.71
H 0.69 -3.55 3.64
H 3.88 1.63 -0.95
H -1.06 -3.86 -0.94
C 2.96 -3.07 -1.84
H -1.37 -1.13 0.76
H -2.82 -2.88 0.57
H -0.99 4.52 -2.02
H -1.43 -3.90 -2.23
H 1.92 5.26 0.05
H 0.91 2.13 2.02
C -0.59 -0.19 -4.42
H -0.61 2.12 1.19
H -4.16 -3.59 -0.02
C -0.74 -3.30 -0.06
H -0.01 -4.98 2.59
C -0.02 -4.12 -3.74
C -2.31 -1.08 -0.75
H -0.33 1.34 5.71
H 4.35 2.30 -1.99
H 0.53 2.79 -1.80
H 0.98 -4.60 -0.04
C -0.41 -2.09 -2.53
H 2.79 -1.30 0.50
H -2.18 1.14 -6.36
H 3.16 2.33 1.01
H -3.80 -0.59 -2.05
H -1.82 3.10 0.12
H 1.36 2.94 0.05
H -4.12 0.32 2.19
H 4.61 0.22 2.13
O 2.44 2.29 -1.25
C -1.57 1.63 -5.59
C -1.49 -0.21 3.28
H 2.28 -3.83 2.84
H 2.56 0.50 -1.20
H 1.31 -0.12 -5.42
H -1.47 1.30 3.71
C -1.98 1.28 -2.57
C -1.01 3.44 -1.89
C -3.46 2.08 3.22
O 1.02 -0.86 2.79
H 0.18 1.77 -7.05
C 0.62 1.60 5.26
H 0.98 -3.48 1.34
O 4.06 -0.22 0.13
H 1.67 -4.63 -1.05
H -0.01 3.17 -1.54
C 0.16 1.06 -0.82
*
```

Stability order, top to bottom: P, Q

P | Molecular formula: C3H9N2O
Method: DFT, ωB97M-V with the def2-TZVPD basis set

Output
HOMO (eV): -15.1668
Kohn-Sham gap (eV): 10.6211
Structure (SMILES): C/[NH+]=C\OCN

```
! RIJCOSX wB97M-V def2-TZVPD def2/J DEFGRID3
* xyz 1 1
O -0.46 1.14 -0.50
C -0.09 -0.16 -1.44
H -1.54 -1.11 1.61
H 1.49 0.74 -1.77
N 0.20 0.14 1.51
H 0.54 -0.85 -1.00
C -0.41 -1.15 1.53
C -0.07 1.18 0.70
N 0.77 0.40 -2.39
H -0.30 2.15 1.18
H 0.31 1.10 -2.87
H -0.24 -1.77 0.66
H 0.84 0.45 2.19
H -0.01 -1.67 2.39
H -1.02 -0.57 -1.80
*
```

Q | Molecular formula: C3H9N2O
Method: DFT, ωB97M-V with the def2-TZVPD basis set

Output
HOMO (eV): -14.9483
Kohn-Sham gap (eV): 11.3794
Structure (SMILES): C[C@@H]([NH3+])C(N)=O

```
! RIJCOSX wB97M-V def2-TZVPD def2/J DEFGRID3
* xyz 1 1
C 0.41 0.27 1.10
H -1.76 0.49 0.99
N -1.67 0.41 -0.05
O -0.23 0.58 2.09
H -0.47 -0.88 -2.00
H 0.12 1.44 -0.70
N 1.69 -0.16 1.15
H 2.19 -0.20 2.03
H -1.95 -0.50 -0.42
C -0.20 0.49 -0.28
H 2.11 -0.85 0.56
H -2.28 1.14 -0.42
C 0.28 -0.53 -1.29
H 0.61 -1.50 -0.88
H 1.14 -0.19 -1.88
*
```

R | Molecular formula: C3H9N2O
Method: DFT, ωB97M-V with the def2-TZVPD basis set

Output
HOMO (eV): -13.3478
Kohn-Sham gap (eV): 8.1001

```
! RIJCOSX wB97M-V def2-TZVPD def2/J DEFGRID3
* xyz 1 1
H 1.87 1.02 0.64
C -0.35 1.67 -0.44
H -1.31 2.00 -0.01
H -2.09 -1.80 1.34
H -0.88 -0.94 2.03
N -1.36 -1.05 1.23
C -0.91 -0.36 0.04
H 2.15 -1.51 -0.67
H 0.63 2.24 -0.30
N 1.18 -1.22 -0.85
H -1.38 -0.68 -0.85
O 1.27 0.30 1.01
H -0.47 1.49 -1.44
C 0.51 -0.27 0.05
H 1.13 -0.90 -1.78
*
```

Stability order, top to bottom: Q, P, R

P | Molecular formula: C3H6IN2O
Method: DFT, ωB97M-V with the def2-TZVPD basis set

Output
HOMO (eV): -13.3876
Kohn-Sham gap (eV): 9.9706
Structure (SMILES): [NH2+]=C1NC[C@H](I)O1

```
! RIJCOSX wB97M-V def2-TZVPD def2/J DEFGRID3
* xyz 1 1
N 1.37 -1.71 0.50
C -1.23 0.55 -0.29
O 1.12 0.56 0.25
I 0.65 2.16 -2.05
H -1.93 1.15 0.46
H -0.19 2.22 0.52
H 2.23 -1.33 0.86
H -1.26 -1.52 0.02
C 0.04 1.39 -0.17
H 1.08 -2.65 0.77
H -1.73 0.63 -1.23
C 0.57 -0.70 0.28
N -0.72 -0.74 0.08
*
```

Q | Molecular formula: C3H6IN2O
Method: DFT, ωB97M-V with the def2-TZVPD basis set

Output
HOMO (eV): -13.1321
Kohn-Sham gap (eV): 8.2414

```
! RIJCOSX wB97M-V def2-TZVPD def2/J DEFGRID3
* xyz 1 1
C 0.98 0.04 -1.44
H 2.96 0.22 -1.36
H -2.17 0.58 0.80
H -1.88 -1.23 1.21
C -0.52 0.21 1.57
I 1.07 -0.33 -3.62
H 2.21 0.18 0.11
C -1.85 -0.16 1.43
N -0.11 -0.16 -0.82
H -0.99 -0.31 -1.30
H -2.29 -0.17 2.37
N 2.13 0.43 -0.85
O 0.46 0.71 1.91
*
```

Stability order, top to bottom: P, Q